1.
Below is a molecular structure, C48H58BrFKN4O6PS at a distorted geometry, with properties calculated with ωB97M-V/def2-TZVPD.

As for the HOMO energy: -0.0741 Ha. For the total energy, the calculation gives -178177.94644 eV. The value obtained for the LUMO energy is 3.897 eV. The value obtained for the orbital gap is 5.914 eV. The largest force on an atom comes out at 3.44 eV/Å. The relative energy (zero: lowest compared OMol25 entry of this formula, charge and spin) is 69.4 kcal/mol.

Geometry as ORCA input:
```
! wB97M-V def2-TZVPD RIJCOSX def2/J DEFGRID3
* xyz -2 1
K -0.32 -0.16 1.04
C -6.03 -1.77 -4.66
C -4.78 -2.21 -5.45
C -4.51 -1.24 -6.60
C -5.07 -3.59 -6.06
C -3.57 -2.22 -4.52
C -3.10 -1.02 -4.01
C -1.97 -1.01 -3.23
Br -1.32 0.69 -2.60
C -1.18 -2.15 -2.88
O -0.10 -2.01 -2.24
C -1.75 -3.39 -3.36
C -2.88 -3.37 -4.16
C -1.12 -4.76 -3.12
C -0.44 -5.22 -4.43
C -0.07 -4.77 -2.01
C -2.19 -5.80 -2.72
H -6.90 -1.71 -5.31
H -5.87 -0.80 -4.20
H -6.24 -2.50 -3.87
H -5.33 -1.26 -7.33
H -3.59 -1.51 -7.11
H -4.41 -0.22 -6.24
H -5.92 -3.52 -6.74
H -5.33 -4.31 -5.28
H -4.21 -3.96 -6.61
H -3.59 -0.08 -4.21
H -3.25 -4.32 -4.52
H 0.38 -4.55 -4.67
H -1.14 -5.21 -5.26
H -0.05 -6.23 -4.31
H 0.66 -3.98 -2.17
H 0.46 -5.73 -2.00
H -0.54 -4.62 -1.05
H -2.83 -6.09 -3.55
H -2.82 -5.40 -1.93
H -1.70 -6.70 -2.35
O 1.95 -0.05 -2.71
H 1.63 -0.69 -2.06
H 1.14 0.19 -3.17
F -2.35 -0.52 1.54
N 2.25 2.26 -1.20
C 3.07 3.32 -1.31
C 2.75 4.18 -0.28
C 1.70 3.54 0.39
N 1.42 2.39 -0.18
H 2.22 1.41 -1.77
H 3.81 3.39 -2.09
H 3.22 5.12 -0.06
H 1.15 3.87 1.25
C -1.05 -1.26 4.49
C -0.21 -0.11 3.91
O -0.42 1.04 4.37
O 0.61 -0.40 3.03
H -1.55 -0.95 5.40
H -0.42 -2.13 4.67
H -1.79 -1.50 3.73
C -2.49 2.97 6.33
C -3.77 2.87 5.51
C -3.69 1.70 4.50
N -2.72 1.98 3.48
C -2.92 2.64 2.35
S -1.70 3.04 1.33
N -4.24 3.03 2.08
C -4.69 4.16 1.48
O -5.88 4.33 1.28
C -3.65 5.18 1.17
C -3.41 5.55 -0.14
C -2.39 6.43 -0.44
C -1.62 6.97 0.58
C -1.92 6.67 1.90
C -2.93 5.79 2.20
H -2.46 3.90 6.91
H -1.62 2.93 5.68
H -2.42 2.13 7.02
H -3.93 3.80 4.95
H -4.64 2.71 6.16
H -4.68 1.52 4.08
H -3.36 0.80 5.02
H -1.75 1.63 3.68
H -4.96 2.34 2.28
H -4.00 5.10 -0.93
H -2.17 6.68 -1.47
H -0.79 7.62 0.35
H -1.34 7.12 2.70
H -3.15 5.54 3.23
O 2.07 -1.40 0.38
P 2.05 -2.72 1.01
C 0.45 -3.32 1.57
C 0.31 -4.21 2.64
C -0.94 -4.68 2.98
C -2.06 -4.26 2.27
C -1.92 -3.37 1.22
C -0.67 -2.93 0.85
C 2.65 -4.03 -0.12
C 3.23 -3.64 -1.32
C 3.74 -4.57 -2.20
C 3.69 -5.92 -1.88
C 3.11 -6.33 -0.69
C 2.58 -5.39 0.18
C 3.19 -2.88 2.44
C 3.04 -1.95 3.46
C 3.84 -1.99 4.58
C 4.83 -2.96 4.69
C 5.00 -3.88 3.68
C 4.18 -3.85 2.56
H 1.19 -4.51 3.20
H -1.05 -5.37 3.80
H -3.03 -4.62 2.56
H -2.79 -3.01 0.68
H -0.55 -2.27 0.00
H 3.25 -2.58 -1.56
H 4.18 -4.25 -3.14
H 4.10 -6.66 -2.56
H 3.07 -7.38 -0.43
H 2.11 -5.70 1.10
H 2.26 -1.20 3.36
H 3.71 -1.26 5.37
H 5.47 -2.99 5.56
H 5.77 -4.64 3.75
H 4.33 -4.58 1.78
*
```

Löwdin population analysis, charges in e, atoms 1 to 5: 0.668, -0.054, -0.563, -0.060, -0.077

2.
Below is a molecular structure, C27H38BN12Zr, with properties calculated with ωB97M-V/def2-TZVPD.

As for the HOMO energy (spin up / spin down): -0.7396 / -0.7395 Ha. For the total energy, the calculation gives -48421.45349 eV. The value obtained for the LUMO energy (spin up / spin down) is -12.154 / -13.966 eV. The value obtained for the orbital gap (spin up / spin down) is 7.971 / 6.157 eV. Its expectation value of S² is 0.756. The largest force on an atom comes out at 0.43 eV/Å.

Geometry as ORCA input:
```
! wB97M-V def2-TZVPD RIJCOSX def2/J DEFGRID3
* xyz 4 2
Zr 0.13 -0.10 -0.78
C 2.45 0.34 -2.74
C 1.87 -0.89 -3.41
N 0.79 -1.48 -2.54
C -0.43 -1.85 -3.31
C -1.31 -0.64 -3.49
C -2.05 -0.41 -4.63
C -2.88 0.71 -4.66
C -2.92 1.57 -3.57
C -2.15 1.29 -2.46
C -2.09 2.17 -1.24
N -0.68 2.19 -0.75
C 0.14 3.13 -1.60
C 1.51 2.56 -1.89
N 1.27 1.17 -2.35
N -1.35 0.19 -2.43
H 3.12 0.88 -3.42
H 3.01 0.08 -1.85
H 2.65 -1.63 -3.60
H 1.43 -0.63 -4.37
H 1.16 -2.35 -2.15
H -0.99 -2.61 -2.75
H -0.18 -2.29 -4.27
H -1.99 -1.08 -5.47
H -3.47 0.92 -5.54
H -3.54 2.46 -3.58
H -2.73 1.77 -0.46
H -2.44 3.17 -1.47
H -0.70 2.56 0.19
H 0.22 4.11 -1.12
H -0.39 3.28 -2.54
H 2.13 2.54 -1.00
H 2.02 3.15 -2.65
H 0.72 1.27 -3.20
C 1.13 -4.13 -0.84
C 0.84 -3.33 0.39
C 0.81 -3.85 1.68
C 0.52 -2.79 2.50
N 0.41 -1.68 1.74
N 0.58 -2.01 0.42
B -0.04 -0.28 2.16
N 0.87 0.80 1.38
C 1.28 1.93 2.06
C 2.57 2.20 1.73
C 2.95 1.22 0.78
C 4.28 1.10 0.12
N 1.93 0.40 0.56
N -1.51 -0.07 1.70
C -2.68 -0.11 2.38
C -3.68 -0.50 1.53
C -3.07 -0.73 0.29
C -3.75 -1.25 -0.93
N -1.75 -0.45 0.38
N 0.17 -0.09 3.70
C 1.36 -0.44 4.41
C 1.22 -0.02 5.68
C -0.08 0.58 5.73
C -0.78 1.19 6.85
N -0.66 0.52 4.45
H 1.24 -5.18 -0.58
H 2.08 -3.83 -1.31
H 0.32 -4.09 -1.57
H 0.97 -4.88 1.97
H 0.37 -2.77 3.57
H 0.63 2.41 2.78
H 3.19 3.00 2.11
H 5.05 1.49 0.78
H 4.33 1.69 -0.80
H 4.52 0.06 -0.11
H -2.72 0.13 3.42
H -4.72 -0.63 1.76
H -4.56 -0.59 -1.23
H -4.20 -2.22 -0.69
H -3.08 -1.40 -1.76
H 2.18 -0.95 3.92
H 1.91 -0.13 6.50
H -0.50 0.72 7.80
H -1.86 1.21 6.71
H -0.45 2.24 6.93
*
```

Löwdin population analysis, charges in e, atoms 1 to 5: 1.925, -0.151, -0.108, -0.130, -0.095

3.
Below is C5H7NO in the gas phase, with properties calculated with ωB97M-V/def2-TZVPD.

As for the HOMO energy (spin up / spin down): -0.2739 / -0.2681 Ha. For the total energy, the calculation gives -8829.48030 eV. The value obtained for the LUMO energy (spin up / spin down) is 0.699 / 0.724 eV. The value obtained for the orbital gap (spin up / spin down) is 8.152 / 8.020 eV. The largest force on an atom comes out at 0.56 eV/Å. The relative energy (zero: lowest compared OMol25 entry of this formula, charge and spin) is 155.0 kcal/mol.

Geometry as ORCA input:
```
! wB97M-V def2-TZVPD RIJCOSX def2/J DEFGRID3
* xyz 0 1
C -2.02 -1.04 0.30
N -1.63 0.24 0.00
C -0.32 0.14 -0.15
C 0.85 0.06 0.80
C 1.77 -0.19 -0.41
C 0.80 0.96 -0.76
O 1.05 1.51 0.59
H -2.71 -1.22 1.12
H -1.79 -1.82 -0.40
H -2.22 1.07 -0.11
H 0.91 -0.32 1.82
H 1.67 -1.14 -0.94
H 2.81 0.12 -0.26
H 0.83 1.65 -1.60
*
```

Löwdin population analysis, charges in e, atoms 1 to 5: -0.027, -0.032, -0.197, -0.190, -0.047

4.
Below is a molecular structure, C4H6F6O12S3Zn at a distorted geometry, with properties calculated with ωB97M-V/def2-TZVPD.

As for the HOMO energy: -0.0892 Ha. For the total energy, the calculation gives -126048.53131 eV. The value obtained for the LUMO energy is 4.306 eV. The value obtained for the orbital gap is 6.734 eV. The largest force on an atom comes out at 1.35 eV/Å. The relative energy (zero: lowest compared OMol25 entry of this formula, charge and spin) is 1.3 kcal/mol.

Geometry as ORCA input:
```
! wB97M-V def2-TZVPD RIJCOSX def2/J DEFGRID3
* xyz -2 1
Zn -27.03 -1.65 23.08
S -26.68 0.58 21.75
O -27.49 1.10 20.65
O -27.55 0.31 22.98
O -26.14 -0.81 21.44
O -25.59 1.48 22.14
C -24.26 -2.06 26.58
F -25.20 -3.03 26.70
F -24.62 -1.07 27.43
F -23.10 -2.57 27.04
S -24.10 -1.45 24.84
O -23.24 -2.44 24.25
O -25.50 -1.53 24.44
O -23.56 -0.14 25.02
C -25.47 -5.83 22.45
F -24.66 -5.40 23.43
F -24.86 -5.63 21.27
F -25.63 -7.17 22.60
S -27.09 -4.99 22.54
O -26.69 -3.59 22.53
O -27.78 -5.41 21.35
O -27.64 -5.46 23.79
C -29.68 -1.80 24.15
C -29.90 -2.46 22.81
O -28.90 -1.95 21.94
O -28.40 -2.20 24.64
H -30.47 -2.08 24.85
H -29.71 -0.71 24.02
H -30.90 -2.20 22.44
H -29.82 -3.55 22.87
H -29.26 -1.54 21.15
H -28.46 -2.34 25.58
*
```

Löwdin population analysis, charges in e, atoms 1 to 5: 0.625, 0.284, -0.406, -0.429, -0.406

5.
Below is a molecular structure, CH3BrOS at a distorted geometry, with properties calculated with ωB97M-V/def2-TZVPD.

As for the HOMO energy (spin up / spin down): -0.2842 / -0.2841 Ha. For the total energy, the calculation gives -84007.36100 eV. The value obtained for the LUMO energy (spin up / spin down) is -1.369 / -1.382 eV. The value obtained for the orbital gap (spin up / spin down) is 6.364 / 6.350 eV. The largest force on an atom comes out at 3.58 eV/Å. The relative energy (zero: lowest compared OMol25 entry of this formula, charge and spin) is 62.4 kcal/mol.

Geometry as ORCA input:
```
! wB97M-V def2-TZVPD RIJCOSX def2/J DEFGRID3
* xyz 0 1
C 0.50 -0.64 0.93
O 0.03 -0.75 -0.29
S 4.04 -0.01 0.08
Br 2.72 -1.65 0.33
H 0.16 -1.53 -0.75
H 0.12 -1.24 1.78
H 0.78 0.44 1.21
*
```

Löwdin population analysis, charges in e, atoms 1 to 5: -0.206, -0.042, -0.287, 0.257, 0.060

6.
Below is a molecular structure, C38H50ClF5IrN3O2S at a distorted geometry, with properties calculated with ωB97M-V/def2-TZVPD.

As for the HOMO energy (spin up / spin down): -0.3861 / -0.3852 Ha. For the total energy, the calculation gives -88559.22672 eV. The value obtained for the LUMO energy (spin up / spin down) is -4.440 / -4.492 eV. The value obtained for the orbital gap (spin up / spin down) is 6.065 / 5.990 eV. Its expectation value of S² is 0.981. The largest force on an atom comes out at 2.60 eV/Å. The relative energy (zero: lowest compared OMol25 entry of this formula, charge and spin) is 76.4 kcal/mol.

Geometry as ORCA input:
```
! wB97M-V def2-TZVPD RIJCOSX def2/J DEFGRID3
* xyz 1 2
Ir 0.64 0.72 0.31
C -1.23 1.84 -0.76
C -1.91 0.73 -1.30
C -2.46 -0.02 -0.16
C -2.16 0.73 0.99
C -1.41 1.90 0.66
C -1.27 3.17 1.49
C 0.17 3.69 1.39
C -1.68 2.93 2.94
C -2.21 4.23 0.90
C -3.26 -1.31 -0.05
C -2.73 -2.42 -0.97
C -4.74 -1.02 -0.33
C -3.17 -1.85 1.39
C -1.99 0.54 -2.81
C -0.95 -0.51 -3.25
C -1.64 1.86 -3.53
C -3.38 0.14 -3.32
H -0.89 2.68 -1.34
H -2.48 0.48 1.99
H 0.91 2.89 1.53
H 0.36 4.45 2.16
H 0.36 4.15 0.42
H -1.21 2.04 3.36
H -2.76 2.80 3.02
H -1.40 3.79 3.56
H -1.92 4.51 -0.12
H -2.18 5.13 1.51
H -3.24 3.87 0.87
H -3.02 -2.28 -2.01
H -3.14 -3.38 -0.65
H -1.64 -2.48 -0.92
H -4.91 -0.62 -1.33
H -5.14 -0.29 0.38
H -5.32 -1.94 -0.23
H -2.13 -1.95 1.72
H -3.64 -2.83 1.43
H -3.70 -1.21 2.10
H 0.00 -0.36 -2.73
H -0.78 -0.43 -4.33
H -1.28 -1.52 -3.04
H -0.59 2.11 -3.42
H -2.25 2.69 -3.16
H -1.84 1.75 -4.59
H -3.69 -0.84 -2.99
H -3.37 0.14 -4.41
H -4.14 0.87 -2.99
N 1.41 1.77 -1.47
C 1.78 1.75 -2.55
C 2.25 1.71 -3.91
C 2.06 2.82 -4.74
C 2.51 2.76 -6.05
C 3.14 1.61 -6.52
C 3.31 0.51 -5.68
C 2.87 0.56 -4.37
H 1.57 3.70 -4.36
H 2.36 3.61 -6.70
H 3.50 1.58 -7.54
H 3.79 -0.38 -6.06
H 3.01 -0.29 -3.71
F 3.27 1.81 0.35
C 2.71 0.59 0.45
F 3.05 -0.07 -0.70
C 3.46 -0.17 1.55
F 3.46 0.54 2.68
F 4.73 -0.37 1.19
F 2.89 -1.34 1.80
Cl 1.77 -6.85 -3.88
C 1.45 -5.59 -2.74
C 1.47 -5.87 -1.38
C 1.23 -4.85 -0.47
C 0.98 -3.56 -0.91
C 0.95 -3.30 -2.27
C 1.19 -4.31 -3.20
C 0.73 -2.47 0.11
O 0.62 -2.77 1.28
O 0.63 -1.27 -0.44
H 1.69 -6.88 -1.05
H 1.26 -5.05 0.59
H 0.76 -2.29 -2.61
H 1.17 -4.11 -4.26
C 2.99 0.60 5.35
N 1.83 0.85 4.50
C 1.71 2.23 4.05
C 1.01 -0.13 4.09
S 0.08 -0.14 2.65
N 0.80 -1.17 4.91
C 0.22 -2.44 4.45
C 0.88 -1.03 6.37
H 3.85 1.10 4.90
H 3.21 -0.46 5.40
H 2.86 1.01 6.36
H 1.61 2.88 4.93
H 0.83 2.34 3.43
H 2.59 2.54 3.49
H 0.39 -2.58 3.39
H -0.85 -2.48 4.66
H 0.71 -3.25 5.00
H 0.87 0.02 6.66
H 1.78 -1.51 6.77
H 0.01 -1.52 6.80
*
```

Löwdin population analysis, charges in e, atoms 1 to 5: 1.219, -0.134, -0.041, -0.082, -0.089

7.
Below is 2 unconnected molecules or ions with the total composition C4H12 at a distorted geometry, with properties calculated with ωB97M-V/def2-TZVPD.

As for the HOMO energy: -0.4222 Ha. For the total energy, the calculation gives -4341.93290 eV. The value obtained for the LUMO energy is 1.146 eV. The value obtained for the orbital gap is 12.633 eV. Its SMILES is CC.CC. The largest force on an atom comes out at 1.71 eV/Å. The relative energy (zero: lowest compared OMol25 entry of this formula, charge and spin) is 13.7 kcal/mol.

Geometry as ORCA input:
```
! wB97M-V def2-TZVPD RIJCOSX def2/J DEFGRID3
* xyz 0 1
C 2.24 -0.65 1.73
C 0.78 -0.85 1.18
H 3.04 -1.08 1.15
H 2.29 0.43 1.88
H 2.40 -1.25 2.63
H 0.01 -0.76 1.94
H 0.65 -1.68 0.48
H 0.50 0.00 0.52
C -1.48 0.05 -1.81
C -1.42 1.36 -1.05
H -2.08 -0.73 -1.31
H -2.12 0.19 -2.69
H -0.52 -0.31 -2.09
H -2.12 2.08 -1.49
H -0.45 1.92 -1.06
H -1.71 1.29 -0.01
*
```

Löwdin population analysis, charges in e, atoms 1 to 5: -0.150, -0.160, 0.049, 0.060, 0.055

8.
Below is C2H5NS2 in the gas phase at a distorted geometry, with properties calculated with ωB97M-V/def2-TZVPD.

As for the HOMO energy: -0.3267 Ha. For the total energy, the calculation gives -25311.96305 eV. The value obtained for the LUMO energy is -0.183 eV. The value obtained for the orbital gap is 8.707 eV. Its SMILES is SC/C=N/S. The largest force on an atom comes out at 5.32 eV/Å. The relative energy (zero: lowest compared OMol25 entry of this formula, charge and spin) is 89.1 kcal/mol.

Geometry as ORCA input:
```
! wB97M-V def2-TZVPD RIJCOSX def2/J DEFGRID3
* xyz 0 1
C 1.10 0.76 0.13
C -0.23 0.28 -0.30
H 1.35 -1.39 0.75
H 1.26 1.12 1.16
H 1.62 1.53 -0.60
H -0.43 0.38 -1.45
H -3.23 -1.18 0.63
N -0.99 -0.55 0.43
S 2.31 -0.67 -0.37
S -2.76 -0.28 -0.38
*
```

Löwdin population analysis, charges in e, atoms 1 to 5: -0.543, -0.486, 0.021, 0.069, 0.084

9.
Below is a molecular structure, C34H34N6O7RhS2, with properties calculated with ωB97M-V/def2-TZVPD.

As for the HOMO energy: -0.4213 Ha. For the total energy, the calculation gives -83756.67917 eV. The value obtained for the LUMO energy is -3.582 eV. The value obtained for the orbital gap is 7.882 eV. The largest force on an atom comes out at 0.72 eV/Å. The relative energy (zero: lowest compared OMol25 entry of this formula, charge and spin) is 11.1 kcal/mol.

Geometry as ORCA input:
```
! wB97M-V def2-TZVPD RIJCOSX def2/J DEFGRID3
* xyz 1 1
Rh 1.26 0.29 0.79
C -2.71 4.06 0.48
C -2.67 3.29 1.79
N -2.73 1.84 1.57
C -4.09 1.29 1.41
C -4.64 0.76 2.73
C -1.67 1.04 1.57
S -0.12 1.80 1.86
N -1.94 -0.25 1.36
C -1.08 -1.26 1.45
O 0.19 -1.22 1.57
C -1.67 -2.62 1.41
C -0.86 -3.73 1.65
C -1.40 -5.01 1.60
C -2.74 -5.18 1.29
C -3.55 -4.08 1.04
C -3.02 -2.80 1.10
H -2.65 5.13 0.67
H -3.63 3.86 -0.07
H -1.87 3.77 -0.16
H -3.52 3.55 2.43
H -1.78 3.53 2.35
H -4.07 0.51 0.66
H -4.71 2.10 1.03
H -4.01 -0.04 3.10
H -5.65 0.37 2.58
H -4.69 1.55 3.48
H 0.18 -3.58 1.89
H -0.77 -5.87 1.80
H -3.16 -6.18 1.24
H -4.59 -4.22 0.79
H -3.64 -1.94 0.92
O 7.59 -3.71 1.54
N 6.45 -3.89 1.17
O 5.99 -4.95 0.81
C 5.50 -2.76 1.33
C 5.79 -1.88 2.31
C 4.90 -0.80 2.60
C 5.15 0.17 3.58
C 4.24 1.18 3.76
C 3.07 1.20 3.00
N 2.81 0.27 2.10
C 3.73 -0.69 1.85
C 3.50 -1.57 0.74
N 2.42 -1.27 -0.02
C 2.09 -2.06 -1.02
C 2.87 -3.17 -1.35
C 4.00 -3.46 -0.63
C 4.35 -2.64 0.48
H 6.70 -2.01 2.88
H 6.05 0.12 4.18
H 4.40 1.97 4.49
H 2.32 1.97 3.13
H 1.21 -1.80 -1.58
H 2.59 -3.79 -2.19
H 4.62 -4.30 -0.89
C -5.06 0.82 -5.08
C -3.75 0.86 -4.34
C -2.55 0.98 -5.04
C -1.33 1.00 -4.38
C -1.33 0.90 -2.99
C -2.50 0.79 -2.26
C -3.71 0.76 -2.95
S 0.21 1.00 -2.16
O 1.24 0.44 -2.99
O -0.05 0.31 -0.87
N 0.48 2.58 -1.87
C 1.72 3.19 -2.46
C 2.78 3.59 -1.41
C 3.19 2.45 -0.47
O 4.33 2.18 -0.18
O 2.11 1.87 -0.04
H -5.10 1.60 -5.84
H -5.90 0.95 -4.40
H -5.18 -0.14 -5.58
H -2.57 1.05 -6.12
H -0.40 1.07 -4.92
H -2.47 0.69 -1.19
H -4.63 0.66 -2.39
H 0.51 2.68 -0.85
H 1.41 4.07 -3.02
H 2.15 2.48 -3.16
H 2.39 4.40 -0.79
H 3.66 3.96 -1.93
*
```

Löwdin population analysis, charges in e, atoms 1 to 5: 1.032, -0.058, -0.236, -0.114, -0.203